The following is a DFT calculation (ωB97M-V with the def2-TZVPD basis set) of a structure of composition C48H122F6N10O14Sr in a non-equilibrium geometry.

Geometry (Å):
Sr (3.929, -4.965, -2.792)
C (0.888, -1.707, 0.785)
O (-0.095, -1.834, -0.151)
O (1.992, -2.420, 0.242)
C (1.121, -0.246, 1.296)
F (0.126, 0.229, 2.037)
F (2.235, -0.176, 2.072)
F (1.329, 0.647, 0.302)
C (-1.467, -1.954, 0.350)
C (-2.454, -2.319, -0.830)
H (-3.451, -1.977, -0.552)
H (-2.277, -1.626, -1.652)
H (-2.538, -3.355, -1.157)
H (-1.799, -1.008, 0.779)
H (-1.617, -2.675, 1.154)
H (0.659, -2.278, 1.685)
C (1.208, -0.809, -5.919)
O (0.337, -0.988, -7.061)
O (2.193, -1.807, -5.993)
C (1.705, 0.713, -5.769)
F (2.592, 0.846, -4.808)
F (2.331, 0.983, -6.913)
F (0.719, 1.612, -5.629)
C (-1.085, -0.904, -6.819)
C (-1.858, -1.067, -8.129)
H (-1.508, -0.350, -8.871)
H (-1.703, -2.017, -8.642)
H (-2.945, -1.115, -8.056)
H (-1.378, 0.060, -6.404)
H (-1.394, -1.727, -6.175)
H (0.571, -0.860, -5.036)
C (0.311, -0.485, 7.716)
C (-1.073, -0.168, 7.178)
C (-1.818, -1.333, 6.399)
O (-1.852, -2.603, 7.068)
C (-2.467, -3.623, 6.342)
N (-1.797, 0.236, 8.372)
H (0.873, -0.965, 6.915)
H (0.440, -1.131, 8.585)
H (0.629, 0.521, 7.992)
H (-1.028, 0.707, 6.529)
H (-1.344, -1.577, 5.448)
H (-2.806, -0.953, 6.140)
H (-1.966, -3.938, 5.426)
H (-3.485, -3.270, 6.173)
H (-2.533, -4.488, 7.002)
H (-1.657, -0.469, 9.082)
H (-2.775, 0.179, 8.126)
C (-2.902, 4.270, -2.736)
C (-2.785, 5.533, -3.606)
C (-3.871, 5.583, -4.718)
O (-3.753, 4.536, -5.707)
C (-4.825, 4.400, -6.612)
N (-2.915, 6.580, -2.624)
H (-3.259, 3.467, -3.382)
H (-3.730, 4.269, -2.027)
H (-1.960, 3.941, -2.298)
H (-1.821, 5.529, -4.114)
H (-3.846, 6.510, -5.291)
H (-4.886, 5.520, -4.325)
H (-4.573, 3.585, -7.291)
H (-4.906, 5.250, -7.291)
H (-5.760, 4.130, -6.121)
H (-3.824, 6.515, -2.189)
H (-2.259, 6.370, -1.884)
C (-1.265, -8.383, -2.250)
C (-0.120, -7.629, -1.674)
C (1.090, -8.564, -1.505)
O (2.164, -7.809, -0.906)
C (2.032, -7.728, 0.510)
N (0.194, -6.514, -2.482)
H (-1.601, -9.124, -1.525)
H (-1.017, -8.867, -3.195)
H (-2.096, -7.709, -2.458)
H (-0.419, -7.282, -0.685)
H (1.301, -9.058, -2.453)
H (0.731, -9.436, -0.958)
H (2.066, -8.721, 0.958)
H (1.123, -7.206, 0.808)
H (2.894, -7.165, 0.868)
H (-0.047, -6.783, -3.425)
H (-0.516, -5.822, -2.292)
C (6.278, 7.140, -6.483)
C (5.819, 7.701, -5.165)
C (4.964, 6.709, -4.387)
O (4.416, 7.338, -3.291)
C (3.741, 6.452, -2.380)
N (6.990, 8.104, -4.439)
H (6.897, 7.851, -7.029)
H (5.406, 6.886, -7.086)
H (6.871, 6.237, -6.342)
H (5.147, 8.538, -5.353)
H (5.626, 5.901, -4.076)
H (4.193, 6.286, -5.030)
H (2.807, 6.064, -2.787)
H (3.486, 7.113, -1.552)
H (4.430, 5.668, -2.066)
H (6.666, 8.381, -3.523)
H (7.513, 8.872, -4.835)
C (-9.015, -2.075, 3.802)
C (-7.675, -2.561, 3.088)
C (-7.781, -4.032, 2.812)
O (-6.678, -4.355, 1.963)
C (-6.593, -5.733, 1.721)
N (-7.484, -1.857, 1.863)
H (-9.292, -2.653, 4.684)
H (-9.900, -2.210, 3.180)
H (-9.072, -0.994, 3.929)
H (-6.822, -2.428, 3.754)
H (-8.669, -4.064, 2.180)
H (-7.814, -4.553, 3.769)
H (-7.591, -6.122, 1.516)
H (-6.231, -6.378, 2.521)
H (-5.937, -5.859, 0.860)
H (-8.308, -1.744, 1.291)
H (-6.970, -2.552, 1.340)
C (-7.809, 1.512, -2.458)
C (-9.215, 1.738, -1.976)
C (-9.980, 2.672, -2.895)
O (-11.247, 3.009, -2.283)
C (-11.246, 3.718, -1.072)
N (-9.907, 0.474, -1.836)
H (-7.142, 1.119, -1.692)
H (-7.420, 2.472, -2.798)
H (-7.780, 0.862, -3.333)
H (-9.201, 2.289, -1.035)
H (-10.130, 2.145, -3.836)
H (-9.341, 3.547, -3.014)
H (-10.787, 3.055, -0.340)
H (-12.298, 3.833, -0.811)
H (-10.745, 4.672, -1.237)
H (-10.821, 0.885, -1.710)
H (-10.064, 0.102, -2.762)
C (9.514, 4.612, -2.135)
C (9.538, 5.491, -0.907)
C (10.225, 4.875, 0.352)
O (9.731, 3.615, 0.682)
C (8.335, 3.587, 1.006)
N (10.223, 6.731, -1.250)
H (9.250, 5.140, -3.051)
H (8.780, 3.826, -1.959)
H (10.493, 4.191, -2.362)
H (8.513, 5.826, -0.745)
H (10.361, 5.472, 1.254)
H (11.263, 4.654, 0.100)
H (7.709, 3.939, 0.186)
H (8.082, 4.386, 1.704)
H (8.086, 2.671, 1.541)
H (9.928, 7.448, -0.602)
H (9.793, 7.025, -2.115)
C (9.113, -4.224, 3.891)
C (9.443, -2.750, 3.639)
C (10.955, -2.394, 3.414)
O (11.660, -2.513, 4.697)
C (11.641, -1.264, 5.369)
N (8.795, -2.258, 2.427)
H (9.550, -4.478, 4.857)
H (9.614, -4.924, 3.222)
H (8.028, -4.320, 3.842)
H (9.075, -2.142, 4.465)
H (11.131, -1.411, 2.977)
H (11.328, -3.143, 2.716)
H (12.131, -1.246, 6.343)
H (10.652, -0.807, 5.365)
H (12.324, -0.574, 4.873)
H (9.121, -1.336, 2.177)
H (7.806, -2.090, 2.537)
C (6.367, 2.012, 7.616)
C (6.297, 2.388, 9.096)
C (7.618, 2.271, 9.932)
O (8.206, 1.038, 9.892)
C (9.453, 0.960, 10.587)
N (5.899, 3.773, 9.238)
H (6.758, 1.008, 7.448)
H (7.096, 2.631, 7.092)
H (5.401, 2.047, 7.114)
H (5.565, 1.788, 9.637)
H (7.481, 2.530, 10.982)
H (8.318, 2.962, 9.463)
H (9.942, 0.002, 10.414)
H (9.220, 1.125, 11.639)
H (10.201, 1.652, 10.201)
H (6.355, 4.418, 8.608)
H (4.922, 3.894, 9.009)
C (-8.176, -5.620, -4.568)
C (-8.918, -4.333, -4.298)
C (-10.216, -4.214, -5.081)
O (-10.904, -2.921, -4.883)
C (-12.162, -2.811, -5.488)
N (-9.160, -4.351, -2.863)
H (-8.822, -6.495, -4.497)
H (-7.408, -5.814, -3.819)
H (-7.748, -5.720, -5.565)
H (-8.247, -3.520, -4.577)
H (-10.865, -5.050, -4.821)
H (-10.060, -4.274, -6.159)
H (-12.597, -1.836, -5.267)
H (-12.928, -3.550, -5.254)
H (-11.999, -2.710, -6.561)
H (-9.747, -3.544, -2.707)
H (-8.273, -4.254, -2.390)

Results
- total charge = 0
- HOMO (Ha) = -0.2459

Here are the Mulliken charges for atoms 1 to 4, given in e: 1.5521, -0.0356, -0.1388, -0.8963